Entry 1:
16
Properties=species:S:1:pos:R:3:forces:R:3 method="wB97M-V/def2-TZVPD" homo_ev=-8.9 smiles="CN(C)CC(=O)O"
C -0.5217 -0.3572 -1.7469 0.7290 -0.2175 0.9399
N 0.2733 -0.3652 -0.4815 -2.3567 1.6930 0.7015
C 1.6643 -0.0825 -0.6446 0.4697 1.0320 -0.1365
C -0.3147 0.6929 0.5063 0.3337 -1.5137 1.1831
C -1.0742 -0.1473 1.6446 0.1215 0.6148 -1.0282
O -2.0491 -0.8118 1.3603 1.3385 0.6667 0.8380
O -0.5487 -0.0110 2.9169 0.3996 0.7992 -2.4298
H -0.7057 0.6867 -2.0456 -0.3737 -0.3573 -0.1260
H -0.0248 -0.8706 -2.5804 0.1950 0.0542 0.4035
H -1.3932 -0.9493 -1.4758 -0.4786 0.5027 -0.4534
H 2.0860 -0.8719 -1.2561 0.4434 0.0182 0.0552
H 2.1793 0.0645 0.3186 -0.1691 -0.8418 -0.2137
H 1.8193 0.9068 -1.1024 0.1509 -0.0580 -0.5883
H 0.6042 1.1861 0.8221 -0.3932 0.0279 0.8762
H -1.0136 1.5617 0.2913 0.5225 -1.4040 -0.9571
H -0.9806 -0.6318 3.4732 -0.9323 -1.0164 0.9356

Entry 2:
16
Properties=species:S:1:pos:R:3:forces:R:3 method="wB97M-V/def2-TZVPD" homo_ev=-6.7
N 0.0377 -2.8212 0.0809 -0.0031 0.1443 0.0181
C -0.4858 -1.6077 0.1762 0.0528 -0.3193 -0.1998
O -1.3287 -1.4399 1.1883 0.0972 0.1272 -0.1708
C -0.1807 -0.5291 -0.7755 -0.1897 -0.2190 0.0351
C 0.4837 0.3003 0.3114 0.2806 0.2752 -0.0927
C 0.1829 1.7556 0.2115 -0.1760 -0.1454 0.4856
O 0.6418 2.2812 -1.0503 -0.0085 0.3425 -0.1230
H -0.0213 -3.4588 0.8616 -0.0004 0.0979 -0.0973
H 0.6058 -3.0703 -0.7145 -0.1199 0.0826 0.1122
H 0.4012 -0.8602 -1.6498 -0.0593 0.0191 0.1835
H -1.1053 -0.0557 -1.1245 0.0832 -0.0924 0.0796
H -1.0983 -0.4873 1.3951 -0.0858 -0.1032 0.0834
H 1.5555 0.0914 0.3530 -0.1146 0.0416 0.0415
H -0.9047 1.9461 0.2976 0.2233 -0.0463 -0.0741
H 0.6673 2.2950 1.0416 -0.0447 -0.0834 -0.2007
H 0.4204 3.2214 -1.0737 0.0651 -0.1212 -0.0809

Entry 3:
16
Properties=species:S:1:pos:R:3:forces:R:3 method="wB97M-V/def2-TZVPD" homo_ev=-9.1 smiles="CNCC(=O)OC"
C -0.4059 -1.9768 -1.3751 -0.1508 -0.0927 -0.1062
N 0.6296 -1.8337 -0.3591 0.0819 0.0990 -0.0121
C 0.2390 -0.9608 0.7239 -0.0517 0.0188 0.1026
C 0.2798 0.5076 0.3224 0.2380 0.0537 -0.3038
O 0.8422 0.9016 -0.6743 -0.2229 -0.0776 0.3815
O -0.3226 1.3220 1.1989 0.0423 -0.1666 -0.0767
C -0.2216 2.7102 0.8641 -0.0064 0.2545 -0.0315
H -1.3000 -2.4176 -0.9205 0.1183 0.0487 -0.0536
H -0.0532 -2.6701 -2.1439 -0.0690 0.1209 0.0719
H -0.6939 -1.0313 -1.8627 0.0495 -0.1191 0.0915
H 1.4390 -1.4036 -0.8002 -0.0177 -0.1892 0.0513
H 0.9255 -1.0866 1.5723 -0.0982 0.0904 -0.1093
H -0.7582 -1.2243 1.0938 0.1267 0.0813 -0.0791
H -0.8001 3.2486 1.6138 0.0779 -0.1001 -0.0736
H -0.6242 2.8876 -0.1354 0.0337 0.0038 0.1373
H 0.8245 3.0270 0.8820 -0.1518 -0.0258 0.0098

Entry 4:
16
Properties=species:S:1:pos:R:3:forces:R:3 method="wB97M-V/def2-TZVPD" homo_ev=-10.0 smiles="CCCNC(=O)O"
C 1.7854 -0.3020 1.4134 -0.5516 -0.2040 0.3644
C 0.2703 -0.5759 1.3568 0.6625 1.2015 -0.1403
C -0.2069 -0.5756 -0.1006 -0.9140 -0.6215 0.4922
N -0.5788 0.7909 -0.4722 0.4829 -0.3517 -0.2446
C -1.1059 1.0691 -1.7059 -2.4982 -0.6588 0.3872
O -1.7733 2.0527 -1.9436 0.8523 0.3886 -0.1343
O -1.1534 0.0030 -2.5525 1.0178 0.2614 0.0302
H 1.9809 0.4652 0.6654 0.3585 -0.1385 -0.0880
H 2.3436 -1.2207 1.2369 0.1613 0.1406 -0.2804
H 2.1065 0.0970 2.3762 -0.0712 -0.0705 0.0472
H -0.2016 0.2930 1.8303 -0.1635 -0.1252 0.0649
H -0.0680 -1.4236 1.9439 0.1864 -0.3592 -0.2326
H 0.5171 -0.9770 -0.8053 0.1501 0.0656 0.0934
H -1.0979 -1.2145 -0.1454 0.0714 -0.0489 -0.2851
H -1.1970 1.1715 0.2279 0.2369 0.5755 0.0117
H -1.6211 0.3467 -3.3253 0.0184 -0.0552 -0.0857

Entry 5:
16
Properties=species:S:1:pos:R:3:forces:R:3 method="wB97M-V/def2-TZVPD" homo_ev=-10.0 smiles="CCN=C=O.CO"
C -1.9146 0.8955 0.7615 0.0063 0.0414 0.0234
C -1.9244 -0.5431 0.2622 -0.2039 0.0346 0.0598
N -0.5712 -1.0377 0.0359 0.5026 -0.2594 0.4009
C 0.2864 -1.4402 0.7902 0.1257 -0.0959 0.0463
O 1.1951 -1.8422 1.4142 -0.6223 0.2039 -0.3553
H -1.4774 1.5633 0.0137 -0.0459 -0.0954 0.1025
H -2.9363 1.2257 0.9741 0.1364 -0.0408 -0.0609
H -1.3291 0.9792 1.6830 -0.0953 -0.0095 -0.1168
H -2.4283 -1.2014 0.9779 0.0496 0.0947 -0.0949
H -2.4618 -0.6176 -0.6862 0.1127 0.0078 0.1229
C 2.5935 0.4274 -0.9495 0.4180 0.0608 0.2251
O 1.4347 0.3944 -1.7548 -0.2237 -0.0583 -0.0990
H 3.4505 0.0372 -1.5130 -0.1322 0.0577 0.0709
H 2.8209 1.4609 -0.6586 -0.0383 -0.1314 -0.0530
H 2.5060 -0.1655 -0.0295 -0.0533 0.1000 -0.2120
H 0.7560 -0.1359 -1.3211 0.0635 0.0898 -0.0596

Entry 6:
16
Properties=species:S:1:pos:R:3:forces:R:3 method="wB97M-V/def2-TZVPD" homo_ev=-9.9 smiles="C/N=C/OCCO"
C -1.2303 2.1057 0.6928 -0.0814 0.1783 0.1081
N -0.5458 1.0045 0.0433 -0.2135 -0.4524 -0.0410
C -1.1967 -0.0745 -0.0810 0.0233 0.3053 0.0862
O -0.7590 -1.1690 -0.7002 -0.0480 0.0092 0.0569
C 0.6027 -1.1604 -1.1573 0.1849 -0.0103 -0.0664
C 1.5925 -1.1333 0.0128 -0.0570 -0.3933 -0.0917
O 2.1801 0.1235 0.2194 -0.0712 0.2305 0.0536
H -0.6491 2.4498 1.5540 -0.0755 -0.0425 -0.1121
H -1.3107 2.9446 -0.0066 0.0270 -0.1139 0.1141
H -2.2434 1.8450 1.0352 0.1516 0.0269 -0.0392
H -2.1996 -0.2446 0.3218 -0.0039 0.1198 -0.1419
H 0.6814 -2.0763 -1.7468 0.0282 0.1070 0.1313
H 0.7778 -0.2943 -1.8055 -0.0520 -0.1180 0.0744
H 1.0523 -1.4972 0.9042 0.1384 0.0773 -0.1060
H 2.4080 -1.8377 -0.1774 -0.0703 0.1062 -0.0124
H 1.4373 0.7537 0.2289 0.1193 -0.0301 -0.0138

One value per record, in order, for energy relative to the best compared isomer or geometry (same formula, charge and spin): 205.7 380.7 113.0 56.6 149.3 178.3 kJ/mol.